50
Properties=species:S:1:pos:R:3:forces:R:3 method="wB97M-V/def2-TZVPD" charge=0 lumo_energy_ev=0.4803 homo_lumo_gap_ev=8.691 e_above_lowest_kcal_mol=59.6 e_tot_ha=-1306.393617 e_homo_ev=-8.211
O -2.120116 -1.330572 0.459457 0.092 -0.148 -0.147
C -2.223868 -0.345727 -0.275985 1.614 -1.628 0.842
C -3.459880 0.427017 -0.264819 -1.299 1.330 -0.409
C -3.451907 1.565501 0.710836 0.020 -2.041 0.704
C -3.985312 1.312395 1.963722 0.053 1.067 1.080
C -3.694689 2.302086 2.932112 -0.879 -0.036 -1.111
C -2.932390 3.485036 2.778763 -0.258 -2.425 -1.142
C -2.334939 3.584228 1.553491 1.561 -0.147 -0.604
O -1.227082 4.504075 1.415775 -0.927 -2.310 -0.486
C 0.031455 3.812853 1.143635 1.243 1.259 0.017
C 0.537504 2.777756 2.187877 -0.392 -0.984 0.165
O 0.007838 3.094241 3.473172 1.919 0.267 1.673
C -2.656884 2.634523 0.545075 1.047 2.937 0.467
N -1.179819 0.029524 -1.077683 -1.745 1.948 -0.881
C 0.063243 -0.698445 -1.090962 1.839 0.419 0.970
C 0.927069 -0.637159 -2.387608 0.854 -0.144 0.471
C 2.219027 -1.459077 -2.241906 0.627 3.645 -0.680
C 3.469365 -0.946731 -2.556618 -2.648 -2.015 0.420
O 4.423913 -1.965748 -2.544220 -0.249 0.379 0.331
C 3.761711 -3.119964 -2.157802 -2.717 2.333 0.346
C 4.180540 -4.401284 -1.968985 0.942 0.678 0.863
C 3.253417 -5.342437 -1.627794 -0.050 -1.749 -1.155
C 1.897664 -5.084824 -1.621813 -0.205 -0.417 -0.039
C 1.434535 -3.812743 -1.759363 0.498 0.495 0.694
C 2.370773 -2.785752 -1.928851 0.950 -2.658 -0.909
B 0.813298 -0.353873 0.295454 0.741 0.683 -1.840
O 1.975192 0.361818 0.295715 0.498 0.168 0.650
O 0.302042 -0.673533 1.471859 -0.116 -0.305 1.510
H -3.573619 0.738562 -1.262556 -0.522 0.928 -1.468
H -4.351495 -0.125476 -0.016503 0.178 -0.921 -0.057
H -4.609766 0.393433 2.177543 0.916 1.343 -0.112
H -4.230474 2.157963 3.802161 -0.614 -0.165 2.214
H -2.594271 4.096418 3.567808 -0.095 0.585 0.881
H 0.104762 3.349343 0.127511 -0.411 0.384 0.673
H 0.742941 4.675097 1.170425 -0.496 -0.649 -0.219
H 0.191859 1.758880 1.930812 -0.221 0.466 0.040
H 1.656720 2.632644 2.220487 -0.965 0.837 -0.345
H 0.747360 3.131890 4.166327 -1.667 -0.105 -1.739
H -2.322253 2.871937 -0.421530 0.885 0.059 -1.265
H -1.222016 0.992300 -1.481357 0.126 -1.426 0.449
H -0.198981 -1.714508 -0.874087 -0.360 -0.847 -0.488
H 1.311641 0.374045 -2.721062 -1.048 -0.788 0.555
H 0.361330 -1.116923 -3.188655 -0.103 0.333 -0.234
H 3.524569 0.082309 -2.887065 1.441 -0.275 -0.091
H 5.204141 -4.603735 -1.824169 1.206 -0.440 -0.558
H 3.587381 -6.381081 -1.665286 -0.047 0.221 0.618
H 1.172148 -5.873581 -1.559031 -0.023 -0.398 0.268
H 0.385857 -3.674062 -1.614121 -0.526 0.523 -0.254
H 2.247757 0.431255 1.232876 0.069 0.113 -0.653
H -0.537291 -1.129895 1.396939 -0.739 -0.380 -0.013

89
Properties=species:S:1:pos:R:3:forces:R:3 method="wB97M-V/def2-TZVPD" charge=+1 lumo_energy_ev=-1.6499 homo_lumo_gap_ev=9.998 e_above_lowest_kcal_mol=38.3 e_tot_ha=-3025.258732 e_homo_ev=-11.648
K 13.305965 -13.333694 16.808386 0.647 0.598 0.087
C 7.489391 -13.208738 14.602215 1.882 0.482 0.261
C 7.907130 -12.734337 16.020690 -0.281 -3.045 0.575
C 8.198926 -13.931571 16.986102 -0.828 -1.606 -0.303
O 9.389059 -13.572233 17.731289 -1.185 -0.158 -0.342
C 9.919001 -12.521927 17.100720 3.990 0.586 1.782
O 11.032549 -12.047894 17.397604 -3.682 -1.079 -1.089
O 9.134509 -12.114378 16.143108 1.481 2.624 -2.317
H 7.331435 -12.315493 13.906068 0.147 -1.488 0.863
H 6.623220 -13.882168 14.667003 0.073 0.542 -0.024
H 8.368325 -13.860377 14.315601 -0.956 0.797 -0.414
H 7.211097 -12.075171 16.427117 -1.491 1.052 0.712
H 8.438698 -14.869908 16.420481 -0.055 0.827 0.203
H 7.355359 -14.220250 17.641953 0.620 0.548 -0.005
C 15.298857 -19.122801 13.312087 0.826 -2.401 -1.152
C 15.907055 -17.851908 13.767014 0.502 -1.198 -0.602
C 15.767297 -16.701107 12.794780 3.360 1.025 -1.785
O 14.940483 -15.768448 13.429899 0.534 1.374 -2.385
C 14.690279 -16.207535 14.596795 -3.842 0.866 3.429
O 13.925742 -15.686675 15.372141 0.155 0.496 0.085
O 15.142484 -17.391118 14.830230 1.087 -1.462 1.918
H 15.227072 -19.988324 14.022557 0.070 1.258 -0.143
H 15.880754 -19.557524 12.468782 -0.090 0.404 0.393
H 14.351791 -18.920721 12.877218 -1.188 0.070 -0.136
H 16.944768 -18.029937 14.055160 -0.041 0.310 0.237
H 15.430484 -16.891678 11.777444 -0.412 -0.376 0.221
H 16.789808 -16.215297 12.663525 -1.171 -0.448 0.088
C 15.642928 -6.614523 16.532575 0.512 1.039 0.678
C 14.328329 -7.361099 16.455984 -0.957 2.328 -0.645
C 13.632633 -7.409612 15.004040 0.343 -0.239 2.506
O 13.297804 -8.774235 14.980748 -2.214 -0.936 -1.433
C 13.801127 -9.503955 15.981339 -0.086 -1.465 -1.951
O 13.679947 -10.707020 16.040426 0.197 1.753 0.385
O 14.554964 -8.699221 16.672505 1.817 -2.060 2.344
H 15.601152 -5.497720 16.513202 -0.647 -0.822 0.682
H 16.212638 -6.739818 15.656057 0.735 -0.846 -1.333
H 16.302116 -6.964859 17.361426 -0.831 0.366 -0.367
H 13.678219 -7.078302 17.291151 -0.270 0.538 -0.436
H 14.390691 -7.291829 14.303144 1.481 0.504 -1.419
H 12.791853 -6.782152 14.699305 -0.026 -0.115 0.764
C 11.111596 -18.482496 17.984286 2.237 0.132 -0.381
C 12.048847 -17.548540 17.275557 -0.236 0.828 -2.506
C 11.445088 -16.174516 17.195342 -2.753 -0.001 -0.926
O 12.257330 -15.367280 17.944504 1.287 1.877 1.060
C 13.383757 -16.009023 18.251935 3.678 0.010 1.284
O 14.439671 -15.565834 18.715266 -3.283 -0.291 -1.092
O 13.254195 -17.299915 17.973108 0.217 -1.013 0.315
H 10.225235 -18.667421 17.485094 -1.901 0.168 -1.301
H 10.899987 -18.134624 18.969850 0.101 -0.023 0.837
H 11.635148 -19.387672 17.892054 0.476 -1.757 1.002
H 12.357570 -17.794051 16.198970 -0.528 -0.487 1.616
H 10.456376 -16.172071 17.667648 0.042 0.049 0.040
H 11.277254 -15.779371 16.180879 0.559 -0.049 0.207
C 18.110334 -15.356778 16.189184 -3.121 -0.758 1.253
O 17.876873 -14.462595 15.120092 -1.157 2.167 -1.681
C 16.805097 -13.638033 14.992548 -4.505 -2.295 9.146
O 15.832667 -13.558079 16.036445 5.956 -0.234 -6.086
O 16.705060 -13.013888 13.901933 0.724 1.027 -1.269
C 15.959250 -11.787694 13.954543 0.222 1.595 2.175
H 17.164846 -15.705434 16.722954 1.003 1.070 -0.569
H 18.860328 -15.091510 16.888520 0.506 1.177 0.559
H 18.459867 -16.218570 15.735947 0.863 -1.749 -1.149
H 14.910770 -11.915650 14.151399 -0.246 -0.583 0.032
H 16.122755 -11.268873 13.055789 0.203 0.164 -1.426
H 16.318987 -11.056108 14.770071 -0.176 -1.593 -0.904
C 12.410091 -9.160107 19.473359 0.588 0.047 -2.084
O 12.975016 -9.943658 20.502121 1.958 -2.510 0.111
C 13.752351 -11.051542 20.166265 -2.411 -4.187 -5.394
O 13.535637 -11.968029 19.035496 1.390 6.263 6.946
O 14.633044 -11.285801 21.091012 0.184 0.881 -0.365
C 15.562698 -12.403490 21.022852 1.554 0.874 -1.273
H 11.548391 -9.616185 18.981183 -0.263 -0.082 0.598
H 13.153512 -9.143924 18.647887 -0.321 0.445 0.475
H 12.206340 -8.134905 19.838775 0.133 -0.837 0.070
H 14.962134 -13.259275 21.090058 -0.498 -1.489 -0.591
H 16.164700 -12.364064 21.916156 -0.090 0.449 0.443
H 16.346934 -12.372002 20.153099 -2.164 0.048 1.195
C 13.062273 -10.742524 12.024254 0.558 -1.379 0.699
C 11.667511 -10.601064 12.598166 -1.526 -0.033 -1.141
C 10.743941 -11.901084 12.676243 1.761 0.933 3.487
C 11.292173 -12.830785 13.763967 0.401 -0.254 0.402
N 11.728940 -13.493257 14.617739 -1.076 1.118 -1.760
H 13.102645 -11.283231 11.025130 0.037 0.574 1.361
H 13.594670 -11.279902 12.852073 -0.053 -0.096 -1.264
H 13.618269 -9.801369 11.967763 -0.488 0.072 -0.252
H 11.081620 -9.916622 12.004337 -0.294 0.177 -0.728
H 11.680469 -10.052004 13.515982 0.238 -0.291 1.028
H 10.783657 -12.448632 11.777512 -0.528 -0.467 -1.192
H 9.752007 -11.600143 13.089469 0.536 -0.333 -0.934

106
Properties=species:S:1:pos:R:3:forces:R:3 method="wB97M-V/def2-TZVPD" charge=-2 lumo_energy_ev=3.5456 homo_lumo_gap_ev=3.975 e_above_lowest_kcal_mol=0.0 e_tot_ha=-5182.527031 e_homo_ev=-0.429
Rb -2.017373 -1.306382 0.663749 -0.118 0.183 0.026
F -4.984188 -2.865246 4.842447 0.000 -0.013 -0.046
C -4.816132 -3.171352 3.551646 -0.037 0.032 0.004
F -5.200120 -2.121145 2.818185 -0.008 -0.038 0.027
F -5.623375 -4.199540 3.260718 0.010 0.037 0.010
S -3.050524 -3.595822 3.237524 -0.025 -0.252 0.139
O -2.349499 -2.374502 3.493263 -0.034 0.060 -0.012
O -2.793979 -4.747151 4.048138 -0.046 0.027 0.045
N -3.178968 -3.859702 1.682600 0.099 0.128 -0.036
S -2.519167 -5.033866 0.877333 -0.117 -0.228 0.022
O -1.521946 -5.790260 1.565310 -0.017 -0.012 -0.030
O -2.292409 -4.603283 -0.471667 -0.002 0.075 -0.043
C -3.946062 -6.190064 0.701797 -0.007 -0.067 -0.009
F -4.983284 -5.589307 0.095197 0.031 -0.026 0.024
F -4.366627 -6.636350 1.886895 0.012 0.006 -0.024
F -3.599715 -7.250195 -0.042809 -0.012 0.015 0.014
C 4.866756 0.562426 -5.464677 0.009 -0.001 -0.001
C 3.632997 0.557664 -4.603418 -0.002 0.024 0.014
C 3.097830 -0.626836 -4.117086 0.006 -0.010 0.022
C 1.981044 -0.624179 -3.289263 0.004 -0.012 -0.009
C 1.405070 0.580736 -2.938021 -0.005 0.042 0.023
C 1.910630 1.779268 -3.424917 -0.007 -0.005 -0.006
C 3.017560 1.760149 -4.252368 0.001 -0.001 -0.026
S -0.047976 0.590987 -1.889787 0.088 -0.078 -0.100
O -0.182608 -0.844429 -1.440488 -0.050 0.117 0.029
C 0.471279 1.653818 -0.584499 -0.042 0.044 0.050
C -0.549368 2.493573 -0.265061 0.050 0.043 -0.027
C -0.456272 3.331614 0.939360 -0.085 -0.067 0.018
C 0.961347 3.663703 1.297432 0.043 -0.017 -0.032
C 1.236023 4.787618 2.060901 -0.023 -0.004 0.002
C 2.506240 5.054253 2.563990 0.016 -0.010 -0.008
C 3.520092 4.138223 2.304081 -0.001 0.020 0.015
C 3.284361 3.027268 1.514006 -0.004 -0.009 -0.004
C 2.018360 2.775398 0.933329 0.009 0.016 0.049
C 1.750970 1.661473 0.075331 -0.021 -0.036 -0.080
C 2.701819 0.559108 -0.154330 0.007 -0.047 0.054
C 3.970030 0.700167 -0.819977 0.034 -0.038 -0.033
C 4.432653 1.962028 -1.262887 0.010 0.033 -0.009
C 5.651944 2.099458 -1.866644 -0.028 0.022 -0.006
C 6.465861 0.969058 -2.088416 0.007 -0.036 0.000
C 6.029784 -0.269370 -1.708181 0.010 0.016 -0.010
C 4.777452 -0.438880 -1.067672 -0.026 0.001 -0.006
C 4.308815 -1.727276 -0.700221 -0.030 0.011 0.031
C 3.121244 -1.859457 -0.041372 0.034 -0.045 -0.025
C 2.371214 -0.711996 0.260957 -0.024 0.068 -0.006
S 0.943085 -0.875988 1.349474 0.313 -0.158 -0.018
O 0.552749 -2.327446 1.334900 0.143 -0.086 -0.030
C 1.889950 -0.666504 2.860243 -0.023 0.131 0.046
C 1.946851 0.577666 3.460955 0.061 -0.061 0.061
C 2.712716 0.729718 4.613161 -0.053 0.046 -0.051
C 3.388190 -0.343685 5.173553 0.023 -0.063 0.022
C 4.209542 -0.176964 6.425680 0.004 0.003 -0.010
C 3.280344 -1.598134 4.567223 0.005 0.072 0.039
C 2.533988 -1.763735 3.416273 -0.028 -0.047 -0.065
H 5.297659 -0.436617 -5.535477 -0.005 -0.004 -0.007
H 5.625960 1.223313 -5.041272 -0.001 0.001 -0.002
H 4.645801 0.910242 -6.477309 0.006 0.003 0.002
H 3.576689 -1.568759 -4.362750 -0.001 0.000 -0.004
H 1.568873 -1.537552 -2.879196 0.003 0.002 0.013
H 1.459163 2.716003 -3.115652 0.004 -0.003 0.002
H 3.438635 2.695662 -4.606277 0.001 -0.002 0.005
H -1.479131 2.470162 -0.819999 0.006 0.004 0.008
H -1.059897 4.232968 0.865564 -0.005 -0.001 -0.007
H 0.406195 5.439722 2.317945 0.001 -0.002 0.002
H 2.686554 5.928094 3.178802 -0.002 0.000 0.003
H 4.509575 4.284523 2.726180 -0.001 0.006 0.000
H 4.090089 2.321135 1.350584 -0.003 0.005 -0.003
H 3.791832 2.819253 -1.099940 -0.005 -0.004 0.004
H 5.988342 3.078423 -2.188187 0.004 -0.002 0.002
H 7.431458 1.082130 -2.568880 0.000 0.003 0.000
H 6.640611 -1.148288 -1.887432 0.002 0.002 -0.004
H 4.914521 -2.596279 -0.933778 0.008 0.005 -0.006
H 2.736839 -2.824471 0.270320 -0.008 0.010 0.011
H 1.380038 1.405309 3.055970 0.005 0.028 -0.004
H 2.766121 1.707278 5.079182 0.000 -0.004 0.005
H 4.181068 0.854940 6.775698 0.001 0.001 0.002
H 5.254341 -0.445186 6.250449 -0.002 0.001 0.001
H 3.838039 -0.817041 7.229404 -0.001 0.002 -0.001
H 3.783538 -2.451303 5.010948 -0.003 -0.004 -0.003
H 2.420557 -2.734878 2.949665 -0.003 0.009 -0.005
C -6.485225 2.939670 -1.075323 -0.011 -0.007 -0.021
C -6.942937 1.559705 -0.643013 -0.014 0.053 0.030
O -6.259124 0.524753 -1.352047 0.015 -0.030 -0.047
P -4.804995 0.063975 -0.716130 0.013 0.208 0.077
O -3.754929 1.005862 -1.499463 -0.083 -0.023 -0.022
C -3.633109 0.986779 -2.934017 0.039 0.023 0.053
C -3.132561 2.338227 -3.387081 -0.011 0.010 -0.034
O -4.592246 -1.281811 -1.594136 0.001 -0.206 -0.076
C -5.019196 -2.540626 -1.040608 -0.067 0.010 -0.017
C -6.356853 -2.953249 -1.617211 0.009 0.010 0.001
H -7.093631 3.704429 -0.587885 0.014 0.006 0.007
H -6.587862 3.049368 -2.156710 0.000 0.003 0.001
H -5.441503 3.104704 -0.807476 -0.002 -0.001 0.008
H -8.005600 1.422068 -0.851666 0.009 -0.021 -0.008
H -6.792076 1.432769 0.434623 0.004 -0.002 -0.005
H -4.603623 0.754907 -3.378358 -0.005 -0.008 0.001
H -2.930150 0.196119 -3.199265 0.000 -0.007 -0.016
H -3.835235 3.123348 -3.103322 0.001 0.006 0.003
H -3.022119 2.344382 -4.474114 0.003 0.005 0.002
H -2.162327 2.557061 -2.941904 -0.015 -0.008 -0.004
H -5.076229 -2.466987 0.050430 0.006 0.002 0.006
H -4.241312 -3.263498 -1.279478 0.006 0.003 -0.006
H -7.125808 -2.219250 -1.373199 -0.001 0.001 -0.002
H -6.648787 -3.922216 -1.209516 -0.001 -0.003 0.000
H -6.292841 -3.035930 -2.703165 -0.001 0.002 0.000
Te -1.522389 2.140329 2.513581 -0.070 0.118 0.030